[1]
C22H17MnN4SSe2Te2 | ωB97M-V/def2-TZVPD

Each line ends with the Löwdin charge.
Positions of all 49 atoms, in Å:
1 Mn -0.25038 -0.21159 0.15106  -0.255
2 N 2.78048 -0.23405 3.25802  0.062
3 C 1.95748 -0.27747 2.17393  -0.834
4 S 0.27213 -0.14207 2.41136  0.665
5 N 2.60009 -0.37451 1.01457  0.013
6 N 1.73780 -0.36681 -0.02694  -0.166
7 C 2.19866 -0.50325 -1.21750  -0.078
8 C 1.20383 -0.51912 -2.27896  -0.252
9 C 1.52344 -0.68163 -3.62103  -0.013
10 C 0.50035 -0.67561 -4.55299  -0.064
11 C -0.80770 -0.51170 -4.12568  -0.047
12 C -1.05753 -0.36678 -2.77133  -0.126
13 N -0.07144 -0.37493 -1.87686  -0.025
14 H 2.38577 -0.35264 4.17146  0.074
15 H 3.73843 -0.50002 3.10662  0.088
16 H 3.26163 -0.59886 -1.40498  0.126
17 H 2.55649 -0.80712 -3.91470  0.111
18 H 0.72213 -0.80004 -5.60532  0.104
19 H -1.63525 -0.49475 -4.82063  0.104
20 H -2.04841 -0.24095 -2.35356  0.059
21 Se -2.62250 -0.40831 0.43616  -0.034
22 Te -3.52630 1.90461 0.95104  0.073
23 Te -2.14536 3.02334 -1.05626  0.050
24 Se 0.06776 2.26129 -0.16145  -0.104
25 C -0.33721 -2.18045 0.15841  -0.147
26 C -0.28527 -3.40708 0.12616  -0.116
27 C -0.22330 -4.79392 0.08277  -0.146
28 C 0.17969 -5.49886 1.30348  -0.176
29 C 0.97603 -4.83314 2.24855  -0.021
30 C 1.34525 -5.44904 3.43045  -0.092
31 C 0.92070 -6.74106 3.71658  -0.114
32 C 0.10350 -7.40119 2.80962  -0.102
33 C -0.26604 -6.78911 1.62236  -0.048
34 C -0.53543 -5.46545 -1.17747  -0.177
35 C 0.00943 -6.70460 -1.54634  -0.048
36 C -0.27752 -7.27624 -2.77558  -0.104
37 C -1.11065 -6.63042 -3.67900  -0.115
38 C -1.64170 -5.39111 -3.33942  -0.094
39 C -1.35536 -4.81506 -2.11582  -0.025
40 H 1.29170 -3.81880 2.03681  0.106
41 H 1.96543 -4.91087 4.13721  0.097
42 H 1.20667 -7.22045 4.64463  0.090
43 H -0.26662 -8.39506 3.03125  0.094
44 H -0.94231 -7.29940 0.95090  0.108
45 H 0.69804 -7.20598 -0.88123  0.107
46 H 0.16866 -8.23008 -3.03136  0.094
47 H -1.33254 -7.08116 -4.63830  0.090
48 H -2.28735 -4.86612 -4.03334  0.097
49 H -1.76789 -3.84814 -1.85601  0.108

Properties
HOMO energy (spin up / spin down): -0.1409 / -0.1495 hartree
multiplicity: 4
⟨S²⟩: 3.84
energy: -7955.750015 hartree
orbital gap (spin up / spin down): 0.2197 / 0.2176 Ha
total charge: -1

***

[2]
C31H34ClIrN2O7 | ωB97M-V/def2-TZVPD

Each line ends with the Löwdin charge.
Positions of all 76 atoms, in Å:
1 Ir 0.22977 0.56718 -0.34395  1.307
2 N 3.49045 1.11117 1.26387  0.010
3 C 4.48679 0.12818 0.87020  -0.301
4 C 3.88087 -1.27306 0.76038  -0.127
5 C 3.06090 -1.53607 -0.52426  -0.675
6 O 3.62753 -2.26267 -1.36489  -0.052
7 O 1.87607 -1.07854 -0.64104  -0.158
8 H 3.84113 2.05851 1.27441  0.062
9 H 3.08316 0.89458 2.16452  0.060
10 H 5.33528 0.08307 1.57055  0.086
11 H 4.89145 0.42119 -0.10290  0.106
12 H 3.24427 -1.45820 1.63370  0.102
13 H 4.69397 -1.99606 0.74043  0.093
14 C 2.87160 1.59648 -2.66086  -0.054
15 C 2.11478 2.89951 -2.69266  -0.228
16 C 2.36600 3.86412 -3.65151  -0.098
17 C 1.62669 5.04177 -3.72565  -0.149
18 C 0.57948 5.21687 -2.82817  -0.101
19 C 0.28267 4.28139 -1.84999  -0.229
20 C -0.89889 4.47728 -0.93155  -0.061
21 C 1.08383 3.11163 -1.73017  -0.321
22 N 0.93186 2.24547 -0.70766  -0.127
23 H 3.75719 1.63656 -3.29839  0.067
24 H 2.22813 0.78038 -3.00016  0.073
25 H 3.16953 1.33010 -1.64159  0.050
26 H 3.15792 3.68275 -4.37454  0.091
27 H 1.84560 5.78877 -4.48089  0.068
28 H -0.04035 6.10705 -2.90186  0.091
29 H -1.65069 5.10867 -1.40895  0.068
30 H -0.60150 4.95268 0.01099  0.060
31 H -1.35195 3.51726 -0.68506  0.050
32 O -1.77183 1.98903 -4.07071  -0.350
33 Cl -1.80381 0.95315 -3.07047  0.653
34 O -0.42136 0.49326 -2.81425  -0.426
35 O -2.56303 -0.18068 -3.55000  -0.376
36 O -2.40765 1.45632 -1.85422  -0.389
37 C -0.23046 4.01491 4.24395  -0.120
38 C 0.22678 4.15995 2.91401  -0.102
39 C 0.31789 3.07018 2.09410  -0.049
40 C -0.02465 1.76834 2.54176  -0.166
41 C 0.08552 0.62031 1.68371  -0.232
42 C -0.05646 -0.61520 2.29402  -0.153
43 C -0.45081 -0.76402 3.64266  -0.116
44 C -0.67600 0.32910 4.42831  -0.088
45 C -0.42820 1.62117 3.90369  -0.188
46 C -0.54825 2.77564 4.71983  -0.077
47 H -0.31468 4.88404 4.88826  0.084
48 H 0.50817 5.13927 2.54459  0.090
49 H 0.67596 3.15820 1.07361  0.058
50 H 0.12350 -1.51550 1.71773  0.085
51 H -0.59910 -1.76129 4.04670  0.089
52 H -1.00438 0.22286 5.45819  0.090
53 H -0.88592 2.65189 5.74549  0.094
54 C -3.22279 -7.20938 -0.89297  -0.062
55 C -2.82888 -5.78637 -0.60711  -0.274
56 C -3.41748 -5.06145 0.42047  -0.030
57 C -3.07548 -3.74139 0.67194  -0.204
58 C -3.71944 -3.02251 1.83613  -0.047
59 C -2.11670 -3.10005 -0.13580  -0.082
60 C -1.80599 -1.71204 0.12585  -0.158
61 O -0.90905 -1.10838 -0.44530  -0.188
62 C -1.48415 -3.83407 -1.17437  -0.152
63 C -0.44045 -3.21906 -2.07004  -0.010
64 C -1.86225 -5.15377 -1.37912  -0.015
65 H -3.92449 -7.58215 -0.14491  0.066
66 H -2.35076 -7.86674 -0.89977  0.076
67 H -3.69858 -7.29046 -1.87339  0.077
68 H -4.15897 -5.54307 1.05129  0.104
69 H -4.36526 -3.70261 2.39177  0.068
70 H -4.32481 -2.17742 1.49852  0.088
71 H -2.96654 -2.62596 2.52127  0.076
72 H -2.40109 -1.17140 0.86272  0.129
73 H -0.82163 -2.31741 -2.55403  0.083
74 H -0.13531 -3.93514 -2.83547  0.078
75 H 0.44489 -2.89356 -1.51584  0.081
76 H -1.37956 -5.71459 -2.17512  0.115

Properties
HOMO energy (spin up / spin down): -0.0220 / -0.0197 hartree
energy: -2402.137750 hartree
energy relative to the best compared isomer or geometry (same formula, charge and spin): 0.0 kcal per mole
orbital gap (spin up / spin down): 0.1671 / 0.1649 Ha
total charge: -2

***

[3]
C4H13NO | ωB97M-V/def2-TZVPD

Each line ends with the Löwdin charge.
Positions of all 19 atoms, in Å:
1 C -0.86963 -1.88295 0.68148  -0.121
2 C -0.41618 -0.83370 1.72193  -0.220
3 C 0.98792 -0.38221 1.25158  -0.281
4 N 0.91278 0.77897 0.38585  -0.147
5 C 1.92459 0.82475 -0.67556  -0.146
6 H -0.53285 -2.89997 0.87105  0.068
7 H -1.95077 -1.84086 0.52158  0.062
8 H -0.54129 -1.70168 -0.34101  0.062
9 H -1.12556 -0.00168 1.79038  0.103
10 H -0.32018 -1.19864 2.73914  0.093
11 H 1.54399 -0.13027 2.14829  0.098
12 H 1.52864 -1.16889 0.69847  0.108
13 H 0.02255 0.93727 -0.07350  0.095
14 H 2.89520 0.80844 -0.15394  0.079
15 H 1.80440 0.08305 -1.47247  0.073
16 H 1.91994 1.84264 -1.09836  0.073
17 H -2.15124 2.88407 -3.08945  0.042
18 H -3.29913 1.93695 -3.02050  0.039
19 O -2.33318 1.94471 -2.88497  -0.081

Properties
HOMO energy: -0.3075 hartree
SMILES: CCCNC.O
energy: -290.157941 hartree
energy relative to the best compared isomer or geometry (same formula, charge and spin): 24.5 kcal per mole
orbital gap: 0.3358 Ha
total charge: 0

***

[4]
C7H17B2O4 | ωB97M-V/def2-TZVPD

Each line ends with the Löwdin charge.
Positions of all 30 atoms, in Å:
1 C 3.60841 -1.73476 1.02321  -0.047
2 B 2.91942 -0.74950 -0.01595  -0.359
3 O 3.58197 -0.69034 -1.24430  0.073
4 B 1.49341 0.14489 0.34083  -0.602
5 O 1.62958 1.40043 1.14419  -0.064
6 C 0.34466 1.93861 1.06519  -0.169
7 C -0.21938 1.54590 -0.34303  -0.542
8 O -0.28120 2.70402 -1.20233  -0.013
9 C -1.67602 1.05738 -0.31651  -0.101
10 C -1.91942 -0.42306 -0.03451  -0.412
11 C -3.41358 -0.65519 0.20890  -0.104
12 C -1.42246 -1.33567 -1.17231  -0.065
13 O 0.69849 0.64935 -0.84676  -0.001
14 H 3.78458 -2.71627 0.57028  0.048
15 H 4.58156 -1.34055 1.34129  0.052
16 H 2.99469 -1.86169 1.91665  0.043
17 H 2.95762 -0.51036 -1.95288  0.078
18 H 0.75727 -0.63866 1.02694  0.104
19 H -0.30900 1.52127 1.84971  0.118
20 H 0.38960 3.03085 1.16701  0.119
21 H 0.47463 3.24834 -0.96605  0.081
22 H -2.20749 1.65587 0.43260  0.116
23 H -2.11782 1.30273 -1.28906  0.123
24 H -1.38848 -0.70842 0.87516  0.109
25 H -3.98217 -0.54076 -0.71978  0.072
26 H -3.59722 -1.66004 0.59840  0.069
27 H -3.81636 0.06126 0.93067  0.065
28 H -2.22338 -1.98940 -1.53345  0.061
29 H -0.58930 -1.95677 -0.84145  0.073
30 H -1.05260 -0.74945 -2.01266  0.076

Properties
HOMO energy: -0.1412 hartree
energy: -627.721082 hartree
orbital gap: 0.2691 Ha
total charge: -1

***

[5]
C33H45BF4FeN3OSi | ωB97M-V/def2-TZVPD

Each line ends with the Löwdin charge.
Positions of all 89 atoms, in Å:
1 Fe 0.22298 -0.39698 -0.30100  0.667
2 O 0.06660 -0.96513 1.91163  0.039
3 C 0.49497 -0.82128 3.04448  -0.423
4 C 0.49575 0.47121 3.81001  -0.085
5 C 1.93961 1.01379 3.78864  -0.165
6 C 3.04601 0.08283 4.30799  -0.200
7 C 3.47858 -1.01660 3.32465  -0.163
8 C 2.46265 -2.16950 3.12782  -0.176
9 N 1.15428 -1.86654 3.71188  0.049
10 H 0.18420 0.28566 4.84562  0.120
11 H -0.17306 1.19186 3.34806  0.113
12 H 1.94740 1.94752 4.35210  0.118
13 H 2.17639 1.28920 2.76262  0.100
14 H 2.77073 -0.34956 5.27998  0.103
15 H 3.92546 0.70181 4.50513  0.105
16 H 4.43108 -1.43887 3.65823  0.099
17 H 3.67157 -0.53780 2.36374  0.095
18 H 2.82551 -3.09410 3.58131  0.109
19 H 2.30192 -2.36651 2.07300  0.082
20 H 1.27595 -1.62252 4.68582  0.097
21 C 5.22885 -0.67396 -0.99440  -0.089
22 C 4.49142 -1.84207 -0.87242  -0.069
23 C 3.15989 -1.74502 -0.49893  -0.153
24 N 2.55536 -0.58449 -0.25186  0.047
25 C 3.26357 0.54237 -0.38178  -0.115
26 C 4.60240 0.53878 -0.74129  -0.057
27 H 6.27056 -0.70620 -1.29107  0.095
28 H 4.92511 -2.81298 -1.07449  0.097
29 H 2.52972 -2.61982 -0.41527  0.066
30 H 2.73896 1.46750 -0.19129  0.096
31 H 5.12890 1.47944 -0.82951  0.104
32 F 0.68476 1.70426 0.79824  0.042
33 B 0.96181 3.10166 1.03989  -1.273
34 F 0.43381 3.43675 2.29080  0.106
35 F 2.37321 3.24319 1.07815  0.070
36 F 0.44002 3.87400 0.03111  0.147
37 C -2.22376 0.29979 0.00417  -0.100
38 C -2.76701 1.49807 -0.40951  -0.328
39 C -2.85151 2.66054 0.43308  -0.062
40 C -3.44202 3.81714 0.01764  -0.076
41 C -3.98860 3.94792 -1.27980  -0.296
42 C -3.85832 2.84163 -2.15065  -0.081
43 C -3.26904 1.68061 -1.74677  -0.068
44 C -4.62947 5.13574 -1.69324  -0.276
45 N -5.16677 6.10742 -2.02891  0.058
46 H -2.29014 -0.56492 -0.64463  0.024
47 H -1.96462 0.13853 1.04359  0.027
48 H -2.40723 2.61033 1.42053  0.099
49 H -3.48243 4.66926 0.68748  0.101
50 H -4.23088 2.92873 -3.16635  0.095
51 H -3.16049 0.85932 -2.44645  0.097
52 C 1.32965 -4.68915 -2.24893  -0.200
53 Si 0.15488 -4.24840 -0.82381  0.363
54 C -1.29033 -5.48047 -0.97649  -0.215
55 C 1.01137 -4.84801 0.76700  -0.202
56 C -0.32917 -2.50371 -0.86979  -0.319
57 H 1.65894 -5.73068 -2.19082  0.014
58 H 2.21637 -4.05227 -2.24681  0.001
59 H 0.83428 -4.54458 -3.21178  0.019
60 H -0.95571 -6.52206 -1.00213  0.007
61 H -1.87164 -5.28302 -1.88000  0.014
62 H -1.96587 -5.36308 -0.12550  0.015
63 H 0.95659 -5.93783 0.84418  0.012
64 H 0.51430 -4.42289 1.64296  0.021
65 H 2.06546 -4.57160 0.81637  0.001
66 H -1.22243 -2.37878 -0.23939  -0.025
67 H -0.61485 -2.22614 -1.89213  -0.027
68 C 1.70387 1.75093 -3.84710  -0.064
69 C 0.85816 0.52137 -3.48738  -0.599
70 C 1.74924 -0.71904 -3.63015  -0.076
71 C 0.28188 0.62292 -2.09219  -0.053
72 C -0.37876 0.42048 -4.38166  -0.170
73 C -0.88479 -0.81334 -4.80117  -0.044
74 C -2.06928 -0.90641 -5.51684  -0.108
75 C -2.78751 0.23427 -5.84474  -0.127
76 C -2.30140 1.46875 -5.43357  -0.109
77 C -1.12160 1.55763 -4.71484  -0.045
78 H 2.58271 1.77788 -3.19909  0.067
79 H 1.15898 2.67902 -3.68424  0.067
80 H 2.04305 1.71671 -4.88962  0.078
81 H 2.71110 -0.52620 -3.14878  0.062
82 H 1.94266 -0.96900 -4.67914  0.080
83 H 1.30465 -1.58020 -3.13063  0.051
84 H -0.13956 1.63062 -1.95124  0.035
85 H -0.36230 -1.72333 -4.53873  0.094
86 H -2.43934 -1.88323 -5.80787  0.089
87 H -3.72039 0.16255 -6.39072  0.084
88 H -2.85968 2.37255 -5.64842  0.094
89 H -0.80120 2.52795 -4.36174  0.107

Properties
HOMO energy (spin up / spin down): -0.0051 / -0.0171 hartree
multiplicity: 6
⟨S²⟩: 8.77
energy: -3501.699915 hartree
energy relative to the best compared isomer or geometry (same formula, charge and spin): 19.1 kcal per mole
orbital gap (spin up / spin down): 0.1545 / 0.1664 Ha
total charge: -2

***

- Among the records above, which one has the highest energy?
  C4H13NO